Entry 1:
C3H2CsFMgO3 | ωB97M-V/def2-TZVPD

F_max in Eh/bohr: 0.0881
Frontier orbital gap in eV: 3.47

Element x y z (Å)
1 O -0.31845 -0.01262 1.48996
2 C -0.92152 -1.05426 1.44359
3 C 0.94696 -2.13980 -0.57940
4 O -0.05746 -2.37083 0.20580
5 O -1.49752 -1.80723 2.17960
6 C 2.25555 -2.38097 -0.35493
7 Cs 2.92190 1.49033 0.98781
8 F 0.58095 -1.69752 -1.80120
9 H 2.95862 -2.34253 -1.18611
10 H 2.54755 -2.86599 0.57636
11 Mg -0.63413 -4.50811 1.68665

Forces on atoms 1 to 3 (eV/Å):
-0.440 -0.494 -2.079
1.551 -0.301 4.245
-1.011 -0.751 1.363

Entry 2:
C6H10N2O2 | ωB97M-V/def2-TZVPD

ΔE to the lowest compared entry with this formula, charge and spin in kcal per mole: 26.4
F_max in Eh/bohr: 0.0371
Frontier orbital gap in eV: 10.89

Element x y z (Å)
1 C -1.15783 1.19879 1.45912
2 C -1.25562 -0.03544 0.57370
3 C -1.78876 0.26920 -0.84721
4 O -0.65786 -0.00484 -1.69910
5 C 0.22773 -0.66331 -0.94227
6 C 1.47360 -1.09340 -1.66461
7 C 2.14607 0.01442 -2.35791
8 N 2.69871 0.98351 -2.67334
9 N 0.06436 -0.63384 0.31730
10 H -0.51292 1.95636 0.99155
11 H -2.15492 1.63299 1.61666
12 H -0.74169 0.93985 2.44179
13 H -1.88487 -0.78659 1.07345
14 H -2.62478 -0.37048 -1.15214
15 H -2.06668 1.32090 -0.98873
16 H 2.16469 -1.56617 -0.95658
17 H 1.20501 -1.85490 -2.41394
18 O 1.90149 -0.69576 2.50853
19 H 1.21849 -0.80446 1.81727
20 H 1.74580 0.19316 2.89646

Forces on atoms 1 to 3 (eV/Å):
0.122 0.108 0.125
-0.315 -0.012 -0.013
-0.134 0.303 0.096

Entry 3:
C38H47BInN9S3 | ωB97M-V/def2-TZVPD

ΔE to the lowest compared entry with this formula, charge and spin in kcal per mole: 34.8
F_max in Eh/bohr: 0.0415
Net charge: +2
Frontier orbital gap in eV: 6.16

Element x y z (Å)
1 In -2.59475 -0.55854 -0.74884
2 C -1.94365 0.77432 4.41382
3 C -1.05329 1.08795 3.26056
4 C -0.12711 2.10029 3.32338
5 C 0.66159 2.40404 2.18874
6 N 0.54872 1.70052 1.09763
7 N -0.29315 0.67029 1.03105
8 B -0.23339 -0.09911 -0.23039
9 N 0.46140 0.54131 -1.41745
10 N 1.74863 0.24164 -1.38848
11 C 2.54975 0.50993 -2.38966
12 C 2.03039 1.02608 -3.59225
13 C 0.69964 1.39531 -3.63819
14 C 0.10483 2.01205 -4.85312
15 C -0.06206 1.19292 -2.47281
16 S -1.72797 1.80213 -2.49617
17 C 4.02824 0.30954 -2.17845
18 C 4.29821 -0.25801 -0.78497
19 C 4.68287 1.69709 -2.29238
20 C 4.60258 -0.63210 -3.24409
21 N 0.24591 -1.50571 -0.01683
22 N 1.01904 -1.66513 1.05624
23 C 1.48679 -2.83529 1.38303
24 C 1.11747 -3.98786 0.64579
25 C 0.32556 -3.85496 -0.46299
26 C -0.11645 -5.01282 -1.28104
27 C -0.09757 -2.54162 -0.82143
28 S -1.02315 -2.28308 -2.21910
29 C 2.43303 -2.88325 2.56056
30 C 3.74949 -3.53628 2.12031
31 C 2.73632 -1.46399 3.04560
32 C 1.79371 -3.68350 3.70150
33 C -1.13515 0.33387 2.05214
34 S -2.21980 -0.97492 1.91816
35 C 1.73051 3.47233 2.19087
36 C 2.99295 2.81855 2.77634
37 C 2.01785 3.91891 0.75341
38 C 1.32654 4.67406 3.05033
39 H -1.37415 0.77373 5.33996
40 H -2.42668 -0.19049 4.28699
41 H -2.72139 1.53122 4.51287
42 H -0.00783 2.66803 4.23249
43 H 2.66851 1.16008 -4.44956
44 H 0.75761 1.85536 -5.70674
45 H -0.02133 3.08605 -4.71309
46 H -0.87387 1.59475 -5.08323
47 H 3.85257 0.37553 -0.02347
48 H 5.36868 -0.31239 -0.61115
49 H 3.88191 -1.25664 -0.69245
50 H 4.27424 2.38021 -1.55084
51 H 4.53883 2.13551 -3.27595
52 H 5.75109 1.60048 -2.11530
53 H 4.12878 -1.60885 -3.19023
54 H 5.66549 -0.76369 -3.06573
55 H 4.47846 -0.24109 -4.25000
56 H 1.45526 -4.96433 0.95192
57 H 0.03522 -5.94535 -0.74783
58 H 0.44122 -5.05346 -2.21762
59 H -1.17164 -4.91258 -1.53705
60 H 4.17180 -3.00664 1.26891
61 H 3.62692 -4.58285 1.85730
62 H 4.46020 -3.47626 2.93930
63 H 3.13901 -0.86668 2.23224
64 H 3.47140 -1.50982 3.84352
65 H 1.83883 -0.97981 3.42090
66 H 1.55446 -4.70066 3.40559
67 H 0.88240 -3.19892 4.04412
68 H 2.48901 -3.72960 4.53407
69 H 3.34684 2.02564 2.12223
70 H 2.79131 2.39303 3.75622
71 H 3.77360 3.56718 2.87483
72 H 2.30728 3.05971 0.15058
73 H 2.82631 4.64567 0.75268
74 H 1.13500 4.37686 0.31023
75 H 1.34734 4.42816 4.10884
76 H 0.33477 5.03687 2.78968
77 H 2.03002 5.48748 2.89178
78 C -5.92111 1.72035 1.42347
79 C -7.09819 1.25583 0.85645
80 C -7.03064 0.51128 -0.30748
81 C -5.78295 0.24292 -0.86690
82 N -4.65509 0.67914 -0.29741
83 C -4.72173 1.40018 0.81398
84 C -5.64106 -0.59989 -2.06541
85 C -6.70401 -0.82370 -2.93941
86 C -6.54408 -1.72200 -3.98109
87 C -5.32246 -2.35993 -4.13158
88 C -4.29627 -2.03271 -3.25935
89 N -4.45147 -1.18194 -2.25538
90 H -5.93744 2.29840 2.33148
91 H -8.04702 1.45605 1.32664
92 H -7.92965 0.12231 -0.75348
93 H -3.77003 1.70741 1.23399
94 H -7.64032 -0.30364 -2.82175
95 H -7.36465 -1.92700 -4.65194
96 H -5.16521 -3.09581 -4.90379
97 H -3.31885 -2.49049 -3.35012
98 N -1.85938 2.91378 0.10142
99 C -1.79040 2.44106 -0.94014

Forces on atoms 1 to 3 (eV/Å):
0.164 -0.111 0.200
-0.094 -0.103 0.175
0.404 0.406 -0.187

Entry 4:
C5H8N | ωB97M-V/def2-TZVPD

ΔE to the lowest compared entry with this formula, charge and spin in kcal per mole: 44.2
F_max in Eh/bohr: 0.0840
Net charge: +1
Frontier orbital gap in eV: 9.88

Element x y z (Å)
1 C -1.94631 -0.25241 -0.08421
2 N -0.50490 -0.00510 -0.04645
3 C 0.08429 1.15238 0.01371
4 C 1.60642 0.76493 0.03349
5 C 1.58413 -0.76948 -0.13853
6 C 0.27004 -1.14901 -0.11962
7 H -2.50614 0.53093 -0.43188
8 H -2.09639 -0.24809 1.06693
9 H -2.43008 -1.17372 -0.54828
10 H -0.40150 2.13558 0.01538
11 H 1.91664 0.95393 1.04057
12 H 2.13434 1.54792 -0.53082
13 H 2.42253 -1.35612 -0.33523
14 H -0.13309 -2.13175 0.06496

Forces on atoms 1 to 3 (eV/Å):
-0.725 -1.668 3.916
-2.392 0.568 -1.493
2.350 -2.302 -0.115

Entry 5:
C28H26N4O4 | ωB97M-V/def2-TZVPD

ΔE to the lowest compared entry with this formula, charge and spin in kcal per mole: 18.8
F_max in Eh/bohr: 0.0196
Frontier orbital gap in eV: 9.06

Element x y z (Å)
1 C -4.63784 -0.74794 -2.80026
2 O -4.53649 0.50738 -2.17843
3 C -5.79978 1.06873 -1.88063
4 C -5.60110 2.32990 -1.04394
5 C -5.35524 2.00040 0.43186
6 N -4.24604 1.09760 0.61074
7 C -4.42150 -0.21533 0.89546
8 O -5.49770 -0.69136 1.20263
9 C -3.16136 -1.01577 0.86929
10 C -2.94342 -1.96056 1.86547
11 C -1.77289 -2.69406 1.88992
12 C -0.81589 -2.52405 0.89904
13 C 0.48298 -3.28397 0.94376
14 N 1.59043 -2.42334 0.54092
15 C 2.30610 -2.74923 -0.60007
16 O 2.08233 -3.77194 -1.21218
17 C 3.30765 -1.75736 -0.98934
18 C 4.09704 -2.00456 -2.11258
19 C 5.02192 -1.07632 -2.53374
20 C 5.15453 0.11527 -1.83136
21 C 4.38058 0.37797 -0.71947
22 C 3.44691 -0.56077 -0.27249
23 N 2.66848 -0.35681 0.85090
24 C 2.69585 0.90864 1.56963
25 C 1.94410 1.97198 0.81037
26 C 0.65102 1.72124 0.37070
27 C -0.05353 2.67770 -0.33873
28 C 0.51867 3.91090 -0.61314
29 C 1.79824 4.18670 -0.17572
30 C 2.51482 3.21911 0.53148
31 C 3.83214 3.52110 0.94857
32 N 4.90689 3.76791 1.26391
33 C 1.75968 -1.28873 1.30651
34 O 1.12303 -1.11423 2.32356
35 C -1.06302 -1.62217 -0.13019
36 C -2.21685 -0.86145 -0.13977
37 H -5.12213 -1.47633 -2.13891
38 H -3.62443 -1.07780 -3.02061
39 H -5.21003 -0.68141 -3.73383
40 H -6.32096 1.31094 -2.82043
41 H -6.41118 0.34210 -1.32703
42 H -6.48754 2.95949 -1.12112
43 H -4.74931 2.87795 -1.45174
44 H -5.16743 2.92242 0.99238
45 H -6.22968 1.49825 0.85340
46 H -3.35021 1.39754 0.26198
47 H -3.69457 -2.09353 2.62908
48 H -1.59481 -3.39880 2.68804
49 H 0.47695 -4.12187 0.24007
50 H 0.66586 -3.65557 1.95491
51 H 3.95204 -2.94039 -2.63024
52 H 5.63532 -1.26837 -3.39972
53 H 5.87381 0.85315 -2.15313
54 H 4.51946 1.31287 -0.20375
55 H 2.18959 0.72151 2.52372
56 H 3.72654 1.20502 1.77446
57 H 0.18998 0.77080 0.59674
58 H -1.05422 2.46131 -0.68146
59 H -0.03348 4.65593 -1.16523
60 H 2.25861 5.14257 -0.37717
61 H -0.34205 -1.50781 -0.92935
62 H -2.39796 -0.17168 -0.95161

Forces on atoms 1 to 3 (eV/Å):
-0.064 -0.118 -0.061
0.125 0.215 0.058
-0.149 0.238 -0.060

Entry 6:
C4H4NO4 | ωB97M-V/def2-TZVPD

ΔE to the lowest compared entry with this formula, charge and spin in kcal per mole: 24.6
F_max in Eh/bohr: 0.0626
Net charge: -1
Frontier orbital gap in eV: 8.50

Element x y z (Å)
1 C -0.49369 -1.85814 -0.36855
2 O -0.71299 -0.66245 0.23686
3 C 0.33972 0.38524 0.12164
4 O 1.54010 0.29358 0.78963
5 C 0.42351 0.63902 -1.26445
6 N 0.38083 0.86282 -2.37104
7 C -0.42062 1.83373 0.88898
8 O 0.42929 2.25915 1.66935
9 O -1.51816 2.11967 0.47228
10 H -0.22864 -1.78027 -1.39182
11 H -1.36115 -2.41705 -0.44526
12 H 0.16738 -2.59785 0.13303
13 H 1.45441 0.92253 1.52935

Forces on atoms 1 to 3 (eV/Å):
1.610 -1.418 0.051
1.172 1.875 1.519
-2.058 0.918 2.297

no.,HOMO level (eV)
1,-4.92
2,-10.32
3,-12.26
4,-14.74
5,-8.99
6,-4.67